# 1
C16H30BBeFN2O12 as an isolated structure in a non-equilibrium geometry. Source: the OMol25 dataset; level of theory: the ωB97M-V functional and the def2-TZVPD basis.

```
63
Properties=species:S:1:pos:R:3:nbo_charge:R:1
Be -28.53816 -1.20444 5.41096 1.603
O -26.05658 -0.73947 5.54698 -0.641
C -24.93799 -0.49160 5.07211 0.711
O -24.45183 0.77242 4.90344 -0.657
B -23.21262 0.63527 4.10531 1.148
O -23.01269 -0.78743 3.83935 -0.631
C -24.04108 -1.49483 4.30727 0.665
O -24.30775 -2.70110 4.09823 -0.505
O -22.04599 1.21926 4.81324 -0.635
C -21.68845 2.26272 4.07180 0.657
O -20.82070 3.11738 4.37603 -0.558
C -22.56149 2.37115 2.76715 0.687
O -23.33377 1.30395 2.81659 -0.655
O -22.41659 3.22281 1.86135 -0.556
F -27.35438 -3.10926 4.34951 -0.859
C -27.07387 1.59716 7.33841 -0.260
O -27.98808 0.46461 7.33831 -0.582
C -28.03682 -0.07745 8.62067 -0.070
C -29.18203 -1.05824 8.66495 -0.237
N -28.84766 -2.17289 7.74265 -0.669
C -29.89707 -3.18902 7.83122 -0.242
C -29.89911 -4.01089 6.49088 -0.072
O -30.27199 -3.08794 5.52386 -0.580
C -30.66988 -3.76409 4.33498 -0.252
H -27.63102 2.44956 7.72712 0.172
H -26.74842 1.84714 6.32860 0.222
H -26.15142 1.36175 7.86923 0.203
H -28.30456 0.69373 9.34295 0.176
H -27.11518 -0.54253 8.97052 0.185
H -30.05945 -0.51540 8.31346 0.189
H -29.40993 -1.38502 9.67953 0.196
H -28.05608 -2.68634 8.10301 0.388
H -30.88946 -2.76015 7.97024 0.190
H -29.75891 -3.72061 8.77271 0.191
H -30.64827 -4.79397 6.60767 0.177
H -28.90725 -4.43279 6.32860 0.215
H -31.71315 -4.06427 4.43288 0.166
H -29.99724 -4.57884 4.06700 0.214
H -30.62797 -2.99533 3.56339 0.199
C -27.39790 1.69099 3.57836 -0.279
O -28.32902 1.17795 4.54898 -0.585
C -29.30826 2.14142 4.93639 -0.072
C -30.31749 1.50893 5.89553 -0.259
N -30.73619 0.10195 5.64673 -0.661
C -31.54203 -0.17442 4.46708 -0.254
C -30.84758 -0.17091 3.12048 -0.070
O -29.58314 -0.89392 3.22856 -0.596
C -28.94719 -1.08914 1.95775 -0.286
H -27.93831 1.89047 2.65302 0.171
H -26.59887 1.00829 3.28930 0.229
H -26.78320 2.56437 3.79624 0.202
H -29.78440 2.54189 4.04139 0.171
H -28.78247 3.02358 5.30170 0.199
H -31.15379 2.20798 5.89867 0.188
H -29.88781 1.55182 6.89636 0.226
H -31.37837 -0.10112 6.39936 0.384
H -32.29493 0.60163 4.32921 0.186
H -32.11094 -1.08069 4.67470 0.220
H -30.60429 0.82808 2.75864 0.180
H -31.43713 -0.64162 2.33373 0.203
H -28.74774 -0.16797 1.41025 0.176
H -29.38833 -1.82929 1.29015 0.188
H -27.97233 -1.57023 2.03722 0.249
```

Summary:
* multiplicity: 1
* frontier orbital gap: 8.4 eV
* relative energy (zero: lowest compared OMol25 entry of this formula, charge and spin): 156.3 kJ/mol
* net charge: 0
* E: -48423.945 eV


# 2
C16H30BeF3NO17 as an isolated structure in a non-equilibrium geometry. Source: the OMol25 dataset; level of theory: the ωB97M-V functional and the def2-TZVPD basis.

```
68
Properties=species:S:1:pos:R:3:nbo_charge:R:1
Be 0.19080 0.24863 0.86861 0.906
N 2.14054 2.57929 1.40969 0.720
O 1.59402 1.97783 2.26813 -0.505
O 2.02017 2.05960 0.27878 -0.613
O 2.84960 3.56586 1.63584 -0.551
C -2.80045 -1.63177 -0.15701 0.292
O -3.08275 -0.35746 -0.64942 -0.547
O -1.44054 -1.60190 0.29608 -0.936
C -3.92325 -2.13929 0.75447 0.919
F -4.31588 -1.24073 1.64047 -0.340
F -5.00723 -2.42304 0.05048 -0.337
F -3.61924 -3.18865 1.54970 -0.335
C -4.22275 -0.20311 -1.48286 -0.084
C -3.98817 1.25483 -1.99272 -0.628
H -4.45856 1.41861 -2.96226 0.188
H -4.47141 1.97080 -1.32791 0.205
H -2.93095 1.51110 -2.06116 0.222
H -5.10007 -0.16995 -0.83687 0.173
H -4.41356 -0.81494 -2.36454 0.165
H -2.81091 -2.21388 -1.07850 0.100
C 4.96185 -0.48802 0.28484 -0.269
O 4.53736 -1.67534 -0.30657 -0.489
C 3.30184 -1.86699 -0.50940 0.988
O 2.46236 -1.42231 0.32316 -0.656
O 3.09495 -2.71199 -1.54415 -0.499
C 1.85212 -2.91851 -2.04797 -0.265
H 4.46748 -0.37773 1.25000 0.203
H 4.81757 0.46404 -0.22589 0.203
H 6.00641 -0.46892 0.59572 0.190
H 1.19151 -2.91996 -1.18097 0.220
H 1.82312 -3.95221 -2.39255 0.182
H 1.45843 -2.22568 -2.79169 0.186
C 3.53433 -0.36100 4.16440 -0.247
O 3.17868 -1.70008 3.86356 -0.505
C 2.09048 -2.01230 3.26670 0.989
O 1.28870 -1.20280 2.87060 -0.651
O 1.97248 -3.32758 3.09772 -0.515
C 0.79388 -3.77905 2.43299 -0.249
H 3.62296 0.17368 3.21869 0.208
H 4.49172 -0.27146 4.67769 0.182
H 2.82449 0.07880 4.86497 0.197
H 0.65965 -4.84672 2.60659 0.174
H 0.85974 -3.57879 1.36356 0.210
H -0.04276 -3.32825 2.96677 0.208
C -3.84392 1.94738 2.13626 -0.279
O -3.32755 3.18998 1.52832 -0.537
C -2.18543 3.16955 0.71773 1.003
O -1.38361 2.23886 0.80537 -0.642
O -2.02661 4.38914 0.19465 -0.502
C -0.75062 4.70460 -0.46574 -0.259
H -3.43159 1.06978 1.63836 0.235
H -4.91116 1.72889 2.17310 0.188
H -3.55492 1.84243 3.18199 0.184
H 0.00068 5.04453 0.24707 0.209
H -0.91608 5.54983 -1.13380 0.182
H -0.35373 3.93637 -1.12938 0.212
C 2.75241 1.64179 -2.93221 -0.262
O 1.92672 0.69513 -3.47882 -0.486
C 0.85492 0.37769 -2.78478 0.993
O 0.58654 0.46657 -1.58494 -0.616
O 0.02683 -0.25654 -3.71611 -0.534
C -1.24805 -0.70472 -3.48249 -0.257
H 3.38886 2.10479 -3.68632 0.180
H 3.42465 1.15798 -2.22361 0.186
H 2.31180 2.50247 -2.42902 0.217
H -2.01885 -0.05239 -3.07211 0.197
H -1.20941 -1.51244 -2.75161 0.198
H -1.57070 -1.11430 -4.43969 0.178
```

Summary:
* multiplicity: 2
* expectation value of S²: 0.75
* frontier orbital gap (spin up / spin down): 4.9 / 7.5 eV
* relative energy (zero: lowest compared OMol25 entry of this formula, charge and spin): 58.2 kJ/mol
* net charge: -1
* E: -61922.190 eV


# 3
A 5-piece molecular cluster, C16H30Cl12N overall. Source: the OMol25 dataset; level of theory: the ωB97M-V functional and the def2-TZVPD basis.

```
59
Properties=species:S:1:pos:R:3:nbo_charge:R:1
C 4.92854 -2.55856 0.00261 -0.617
C 4.14310 -1.47604 0.76904 -0.405
C 3.25350 -0.59012 -0.12176 -0.382
C 3.10002 0.83975 0.41098 -0.395
C 2.04165 1.69394 -0.29672 -0.397
C 0.58445 1.34147 0.09178 -0.409
C -0.10790 0.44760 -0.94195 -0.420
C -1.59093 0.08433 -0.71266 -0.229
C -1.96853 -1.11796 -1.59999 -0.431
C -1.25943 -2.41043 -1.16372 -0.226
N -0.94419 -2.38369 0.31262 -0.505
C -2.02984 -1.69012 1.09010 -0.225
C -2.03159 -0.19418 0.74214 -0.442
H 4.70975 -3.56532 0.37347 0.209
H 4.67755 -2.54757 -1.06584 0.205
H 6.00815 -2.41302 0.08383 0.221
H 4.83066 -0.82868 1.32877 0.208
H 3.51116 -1.96172 1.52205 0.191
H 3.67401 -0.55026 -1.13440 0.206
H 2.26522 -1.06915 -0.21204 0.155
H 4.07437 1.33685 0.31302 0.216
H 2.87129 0.80325 1.48707 0.192
H 2.23307 2.74404 -0.05270 0.222
H 2.16737 1.60574 -1.38534 0.198
H 0.65328 0.89561 1.09174 0.191
H 0.00165 2.26762 0.15683 0.221
H 0.49912 -0.44855 -1.14593 0.181
H -0.08471 1.00842 -1.88718 0.229
H -2.19577 0.92675 -1.06699 0.253
H -3.05323 -1.25167 -1.62924 0.227
H -1.64549 -0.92056 -2.62981 0.248
H -0.30881 -2.53665 -1.68599 0.231
H -1.85694 -3.30683 -1.35336 0.232
H -0.81562 -3.32919 0.66191 0.436
H -0.06437 -1.88639 0.46417 0.441
H -1.86465 -1.87799 2.15162 0.239
H -2.96212 -2.18368 0.79631 0.219
H -1.44615 0.38201 1.46374 0.241
H -3.06937 0.14054 0.85978 0.243
C -2.88912 4.29947 -1.84883 -0.284
Cl -4.02967 3.45969 -0.79659 0.018
Cl -2.01041 5.53890 -0.96762 0.041
Cl -1.77019 3.13619 -2.57847 -0.006
H -3.44426 4.77228 -2.64809 0.237
C -6.61761 4.38094 2.63775 -0.286
Cl -6.68078 5.73836 1.51911 0.031
Cl -8.10499 4.23767 3.56212 0.039
Cl -6.27101 2.87580 1.76949 -0.007
H -5.80416 4.55412 3.32933 0.228
C 3.10880 -1.67623 -4.73327 -0.281
Cl 4.64132 -2.45409 -4.37617 0.044
Cl 2.37671 -2.31191 -6.19510 0.047
Cl 1.99741 -1.84593 -3.35120 -0.038
H 3.28538 -0.61745 -4.86897 0.233
C 0.24996 -1.61536 4.69957 -0.287
Cl -1.38398 -1.00876 4.95758 0.030
Cl 0.90348 -0.97361 3.16610 -0.032
Cl 1.31396 -1.21694 6.02551 0.071
H 0.20086 -2.69275 4.60984 0.229
```

Summary:
* multiplicity: 1
* frontier orbital gap: 10.0 eV
* net charge: +1
* E: -168831.949 eV


# 4
C16H30IN4O4ReS3Si4 as an isolated structure in a non-equilibrium geometry. Source: the OMol25 dataset; level of theory: the ωB97M-V functional and the def2-TZVPD basis.

```
63
Properties=species:S:1:pos:R:3:nbo_charge:R:1
Re 0.11353 0.20377 0.12612 0.645
S -0.02674 0.45395 2.34302 0.209
C 1.59862 0.63060 2.93145 -0.334
C 1.77850 0.75887 4.34302 0.267
N 1.91626 0.87066 5.47934 -0.304
C 2.64352 0.61581 2.05933 -0.294
S 2.36622 0.47268 0.35713 0.179
C 3.99844 0.72750 2.50428 0.265
N 5.09443 0.81064 2.84218 -0.297
O -1.25712 2.06761 -2.86134 -0.917
S 0.09616 1.87956 -2.15282 2.590
O 1.08834 2.62328 -2.84607 -0.921
O 0.31798 0.40057 -2.07712 -0.987
O -0.11956 2.24386 -0.71904 -0.955
I -5.97516 0.17401 1.40810 0.146
C -4.18738 0.35653 0.40608 -0.316
C -3.97811 0.75803 -0.91311 -0.061
N -2.68362 0.69546 -1.20051 -0.353
N -2.02285 0.28322 -0.09018 -0.375
C -2.92499 0.06285 0.88266 -0.064
H -4.69646 1.07969 -1.65073 0.215
H -1.92051 1.51322 -2.27150 0.504
H -2.62426 -0.28504 1.85833 0.228
C 2.62898 -2.15196 -2.11780 -1.117
Si 2.14518 -3.06588 -0.54248 1.316
C 2.23064 -4.91284 -0.94096 -1.107
C 3.47106 -2.83618 0.77716 -1.106
Si 0.00400 -2.32753 0.15724 -0.315
Si -0.44239 -3.29014 2.25438 1.317
C -0.77833 -5.13668 2.05285 -1.112
C -1.94540 -2.58854 3.14523 -1.117
C 1.03620 -3.10452 3.40511 -1.109
Si -1.56298 -3.14662 -1.41616 1.312
C -1.37364 -5.00014 -1.73367 -1.103
C -1.37367 -2.28030 -3.07033 -1.114
C -3.33128 -2.93832 -0.81479 -1.110
H 3.71686 -2.13553 -2.23066 0.231
H 2.27057 -1.12198 -2.14020 0.254
H 2.20876 -2.65985 -2.98819 0.230
H 3.28000 -5.18884 -1.08782 0.228
H 1.69644 -5.16468 -1.85245 0.227
H 1.83544 -5.53133 -0.13258 0.227
H 4.45001 -3.01078 0.32012 0.231
H 3.34618 -3.56283 1.58229 0.227
H 3.48587 -1.84075 1.22228 0.236
H -1.73802 -5.31023 1.56379 0.232
H -0.81648 -5.61017 3.03897 0.230
H -0.00652 -5.63761 1.46614 0.232
H -2.84455 -2.60907 2.52582 0.235
H -1.77718 -1.56234 3.48268 0.239
H -2.13397 -3.19818 4.03433 0.232
H 1.83588 -3.79454 3.13062 0.232
H 0.73602 -3.32801 4.43313 0.233
H 1.45022 -2.09438 3.38998 0.238
H -0.42959 -5.25505 -2.20340 0.229
H -2.17579 -5.31062 -2.41185 0.226
H -1.46340 -5.58993 -0.82212 0.231
H -0.44050 -2.56788 -3.55869 0.233
H -1.36762 -1.19496 -2.95878 0.259
H -2.20157 -2.55823 -3.72979 0.225
H -3.47442 -3.33198 0.19489 0.228
H -3.99862 -3.48705 -1.48718 0.227
H -3.63868 -1.89380 -0.81280 0.243
```

Summary:
* multiplicity: 2
* expectation value of S²: 0.78
* frontier orbital gap (spin up / spin down): 6.6 / 6.9 eV
* relative energy (zero: lowest compared OMol25 entry of this formula, charge and spin): 0.0 kJ/mol
* net charge: -1
* E: -105482.842 eV